1:
The following is a quantum chemistry calculation of 15 unconnected molecules or ions with the total composition C60H165N15O15, from OMol25.

The geometry in XYZ format:
```
255
Properties=species:S:1:pos:R:3
C 22.730 11.168 26.159
C 21.665 11.559 25.134
C 20.279 11.265 25.600
O 19.306 11.398 24.533
C 18.036 11.023 25.037
N 21.783 12.982 24.717
H 22.591 10.166 26.567
H 22.733 11.874 26.955
H 23.753 11.214 25.768
H 21.814 10.907 24.224
H 20.034 11.982 26.389
H 20.301 10.253 26.010
H 18.051 9.980 25.315
H 17.276 11.201 24.285
H 17.741 11.621 25.877
H 22.681 13.169 24.301
H 21.128 13.213 23.962
C 14.028 22.576 24.133
C 15.260 21.981 24.752
C 15.005 20.473 25.105
O 16.062 19.883 25.843
C 16.042 18.452 25.877
N 16.397 22.102 23.803
H 13.610 21.940 23.347
H 14.132 23.561 23.697
H 13.215 22.705 24.854
H 15.565 22.517 25.677
H 14.825 19.982 24.148
H 14.062 20.402 25.685
H 16.697 18.108 26.673
H 16.382 18.090 24.904
H 15.053 18.039 26.115
H 17.165 21.599 24.215
H 16.672 23.064 23.641
C 17.970 17.153 15.853
C 16.699 16.814 16.593
C 16.522 15.294 16.764
O 16.219 14.815 15.434
C 16.024 13.395 15.483
N 16.565 17.529 17.828
H 17.785 18.147 15.443
H 18.126 16.485 15.020
H 18.834 17.115 16.528
H 15.874 17.131 15.949
H 15.693 14.962 17.434
H 17.415 14.755 17.076
H 15.690 13.076 14.490
H 15.321 13.088 16.242
H 16.991 12.951 15.754
H 17.376 17.370 18.459
H 15.716 17.167 18.257
C 12.412 11.664 21.908
C 13.651 11.581 22.782
C 13.190 11.359 24.210
O 12.476 12.508 24.565
C 11.804 12.270 25.774
N 14.608 10.482 22.489
H 11.630 12.307 22.362
H 12.072 10.643 21.767
H 12.554 12.015 20.887
H 14.233 12.508 22.819
H 14.085 11.135 24.840
H 12.500 10.481 24.268
H 11.121 11.404 25.631
H 11.229 13.174 25.982
H 12.485 12.024 26.594
H 14.968 10.573 21.544
H 14.213 9.564 22.452
C 14.383 15.782 28.566
C 14.611 15.322 30.023
C 15.982 14.811 30.272
O 16.020 14.458 31.637
C 17.288 14.309 32.142
N 14.219 16.370 30.940
H 14.606 14.886 27.970
H 15.034 16.611 28.325
H 13.310 15.946 28.411
H 13.864 14.537 30.157
H 16.647 15.670 30.159
H 16.210 13.999 29.583
H 17.903 15.174 31.865
H 17.799 13.374 31.815
H 17.237 14.281 33.227
H 14.473 16.077 31.873
H 14.664 17.251 30.756
C 21.593 19.829 24.491
C 20.902 19.428 25.745
C 19.393 19.760 25.746
O 19.119 21.177 25.893
C 19.044 21.568 27.269
N 21.110 17.991 25.968
H 21.290 19.175 23.692
H 22.704 19.698 24.584
H 21.413 20.920 24.318
H 21.361 20.048 26.504
H 18.885 19.273 26.564
H 18.890 19.451 24.858
H 19.886 21.188 27.879
H 18.125 21.257 27.823
H 19.124 22.691 27.239
H 20.821 17.706 26.874
H 22.072 17.791 25.817
C 12.338 18.528 17.256
C 11.306 17.954 16.249
C 11.186 16.467 16.183
O 10.838 15.963 17.487
C 10.536 14.604 17.465
N 9.917 18.397 16.394
H 13.365 18.128 17.195
H 11.959 18.346 18.280
H 12.430 19.590 17.096
H 11.538 18.328 15.250
H 12.151 16.008 15.855
H 10.421 16.172 15.454
H 9.936 14.427 18.377
H 11.444 13.966 17.490
H 10.048 14.277 16.554
H 9.578 17.883 17.200
H 9.903 19.355 16.741
C 17.109 19.326 20.668
C 15.997 20.122 19.960
C 14.673 19.838 20.631
O 13.484 20.253 19.938
C 12.334 19.941 20.634
N 16.274 21.617 19.872
H 17.268 19.581 21.718
H 18.100 19.611 20.202
H 16.965 18.247 20.684
H 15.779 19.715 18.963
H 14.673 20.393 21.605
H 14.529 18.756 20.824
H 12.304 20.369 21.643
H 12.176 18.868 20.814
H 11.465 20.293 20.082
H 15.408 22.101 19.626
H 16.517 21.878 20.823
C 15.281 19.982 15.764
C 16.106 21.036 14.957
C 15.334 21.295 13.705
O 16.061 22.149 12.882
C 15.470 22.433 11.642
N 16.196 22.259 15.803
H 15.074 19.067 15.188
H 14.360 20.493 16.085
H 15.820 19.672 16.677
H 17.075 20.576 14.714
H 14.344 21.773 13.952
H 15.163 20.321 13.249
H 14.472 22.950 11.657
H 15.338 21.536 11.038
H 16.118 23.072 11.074
H 16.802 22.047 16.591
H 16.723 22.996 15.355
C 19.130 14.410 19.834
C 18.891 13.210 20.823
C 19.075 11.934 20.010
O 18.216 11.965 18.859
C 18.525 10.865 18.029
N 19.765 13.113 21.987
H 18.971 15.382 20.324
H 18.419 14.398 18.989
H 20.160 14.374 19.436
H 17.792 13.321 21.042
H 18.883 11.008 20.625
H 20.095 11.858 19.581
H 19.599 10.812 17.915
H 17.954 10.972 17.107
H 18.213 9.918 18.406
H 19.617 12.235 22.454
H 19.628 13.828 22.729
C 11.313 10.789 17.304
C 11.498 9.402 17.927
C 12.953 8.918 17.931
O 13.644 9.742 18.806
C 15.041 10.003 18.516
N 10.881 9.265 19.190
H 11.630 10.815 16.277
H 11.940 11.482 17.842
H 10.269 11.028 17.436
H 11.021 8.634 17.350
H 13.312 8.982 16.887
H 12.998 7.846 18.172
H 15.136 10.181 17.440
H 15.610 9.141 18.817
H 15.266 10.878 19.101
H 10.731 8.297 19.396
H 11.267 9.809 19.951
C 17.988 16.510 23.377
C 18.388 15.833 24.689
C 17.423 14.712 25.013
O 16.115 15.254 25.204
C 15.133 14.204 25.395
N 19.735 15.258 24.630
H 17.044 17.037 23.516
H 17.840 15.779 22.615
H 18.777 17.180 23.037
H 18.274 16.641 25.452
H 17.703 14.227 25.943
H 17.426 13.952 24.193
H 15.080 13.543 24.533
H 14.143 14.628 25.567
H 15.449 13.639 26.287
H 20.409 15.915 24.302
H 19.964 14.917 25.569
C 14.533 13.945 19.662
C 13.665 14.973 20.298
C 14.263 15.542 21.524
O 13.409 16.558 22.101
C 13.937 17.127 23.267
N 13.583 16.072 19.311
H 14.129 13.885 18.678
H 14.657 12.943 20.065
H 15.487 14.452 19.546
H 12.680 14.604 20.476
H 15.196 15.990 21.186
H 14.416 14.795 22.279
H 14.240 16.360 23.982
H 13.165 17.761 23.757
H 14.786 17.783 22.993
H 13.018 16.821 19.733
H 13.021 15.784 18.525
C 10.198 16.956 27.451
C 11.208 17.906 26.897
C 10.611 18.606 25.717
O 11.403 19.642 25.236
C 10.774 20.539 24.342
N 11.675 18.882 27.912
H 10.025 16.054 26.893
H 9.223 17.390 27.630
H 10.512 16.653 28.446
H 12.150 17.396 26.631
H 9.636 19.039 26.040
H 10.374 17.884 24.929
H 11.542 21.238 24.081
H 9.948 21.036 24.873
H 10.404 20.043 23.454
H 10.851 19.316 28.271
H 12.262 19.591 27.510
C 7.880 16.410 21.514
C 9.269 16.351 22.148
C 9.681 14.929 22.436
O 8.817 14.442 23.463
C 9.149 13.085 23.861
N 10.320 17.080 21.344
H 7.172 15.780 22.068
H 7.950 16.046 20.481
H 7.391 17.384 21.391
H 9.167 16.814 23.124
H 10.750 14.840 22.721
H 9.526 14.276 21.553
H 9.108 12.409 22.987
H 8.356 12.840 24.560
H 10.075 13.021 24.412
H 11.221 16.699 21.579
H 10.137 17.008 20.350
```

Computed properties:
E_HOMO in eV: -8.621
Charge: 0
HOMO-LUMO gap in eV: 8.933



2:
The following is a quantum chemistry calculation of 15 unconnected molecules or ions with the total composition C60H165N15O15, from OMol25.

The geometry in XYZ format:
```
255
Properties=species:S:1:pos:R:3
C 14.626 11.466 17.153
C 14.032 12.554 16.222
C 13.138 11.914 15.210
O 12.662 12.877 14.292
C 11.507 12.566 13.580
N 13.393 13.508 17.004
H 14.947 10.587 16.627
H 13.794 11.185 17.842
H 15.476 11.940 17.713
H 14.903 13.045 15.662
H 12.279 11.382 15.677
H 13.708 11.195 14.679
H 11.011 13.477 13.221
H 10.770 12.082 14.219
H 11.711 11.952 12.699
H 13.041 14.232 16.452
H 12.620 13.088 17.553
C 7.616 20.282 11.318
C 9.052 20.433 10.841
C 9.621 21.906 11.089
O 8.840 22.778 10.254
C 9.519 23.334 9.154
N 10.017 19.503 11.437
H 7.156 21.077 10.672
H 7.552 20.398 12.457
H 7.330 19.273 11.065
H 9.021 20.231 9.738
H 10.695 21.937 10.840
H 9.423 22.159 12.122
H 8.768 23.399 8.366
H 10.311 22.713 8.706
H 10.055 24.307 9.401
H 9.652 18.562 11.645
H 10.257 19.877 12.300
C 13.784 15.258 20.644
C 12.595 16.064 20.030
C 12.395 17.315 20.787
O 13.561 18.092 20.797
C 13.295 19.218 21.600
N 12.903 16.396 18.616
H 13.610 14.814 21.653
H 14.644 15.877 20.724
H 14.002 14.452 19.931
H 11.662 15.470 20.131
H 12.002 17.131 21.738
H 11.647 17.956 20.261
H 13.110 18.973 22.633
H 12.630 19.921 21.097
H 14.226 19.801 21.595
H 13.486 15.657 18.180
H 13.263 17.364 18.609
C 19.156 19.528 15.081
C 18.837 20.843 14.471
C 18.067 20.615 13.150
O 18.731 19.591 12.465
C 18.178 19.308 11.120
N 17.982 21.623 15.269
H 19.507 19.721 16.178
H 19.983 19.046 14.630
H 18.376 18.802 15.184
H 19.692 21.435 14.174
H 18.073 21.519 12.463
H 17.006 20.304 13.357
H 18.572 18.346 10.905
H 18.547 20.047 10.384
H 17.097 19.361 11.147
H 16.946 21.364 15.271
H 18.218 21.736 16.243
C 17.355 14.964 12.598
C 16.404 16.143 12.662
C 15.845 16.643 11.299
O 14.964 17.666 11.688
C 14.324 18.287 10.566
N 15.294 15.805 13.603
H 17.632 14.776 13.603
H 18.218 15.247 11.992
H 17.002 13.956 12.293
H 16.884 16.994 13.113
H 15.246 15.955 10.701
H 16.755 17.009 10.786
H 13.913 17.532 9.969
H 15.077 18.813 10.001
H 13.578 18.969 10.981
H 14.660 15.076 13.252
H 14.666 16.604 13.640
C 14.090 27.853 21.756
C 13.070 28.560 20.919
C 13.210 28.209 19.492
O 13.069 26.851 19.342
C 13.111 26.503 17.958
N 11.761 28.406 21.547
H 14.157 28.296 22.773
H 15.010 28.096 21.220
H 13.997 26.736 21.832
H 13.365 29.654 20.975
H 14.204 28.504 19.056
H 12.509 28.728 18.870
H 12.377 27.118 17.480
H 13.040 25.453 17.884
H 14.073 26.806 17.490
H 11.022 28.796 20.987
H 11.493 27.427 21.676
C 19.860 20.499 26.885
C 19.495 21.588 25.837
C 19.841 21.135 24.425
O 19.437 22.143 23.450
C 20.379 23.132 23.219
N 18.118 21.951 25.941
H 20.654 19.837 26.575
H 19.004 19.862 26.908
H 20.064 20.942 27.882
H 20.025 22.545 26.019
H 19.287 20.227 24.174
H 20.920 20.794 24.258
H 21.222 22.806 22.614
H 20.745 23.527 24.167
H 19.907 23.959 22.651
H 17.913 22.655 25.245
H 17.542 21.175 25.952
C 17.513 24.696 19.890
C 16.619 24.203 20.986
C 15.210 24.426 20.349
O 14.225 24.045 21.364
C 12.860 24.124 20.887
N 16.819 22.804 21.309
H 18.546 24.709 20.195
H 17.250 25.764 19.607
H 17.516 23.996 19.076
H 16.636 24.821 21.872
H 15.108 23.893 19.376
H 15.153 25.482 20.042
H 12.705 23.375 20.116
H 12.597 25.163 20.636
H 12.305 23.926 21.805
H 17.787 22.545 21.458
H 16.218 22.460 22.027
C 17.750 15.432 19.385
C 17.085 15.528 17.960
C 18.220 15.575 16.936
O 18.833 16.858 17.064
C 20.237 16.899 16.824
N 16.233 14.369 17.670
H 18.541 16.210 19.454
H 18.244 14.452 19.497
H 17.076 15.536 20.267
H 16.500 16.534 17.966
H 17.813 15.353 15.879
H 18.957 14.799 17.166
H 20.559 17.814 17.270
H 20.486 16.931 15.714
H 20.709 15.977 17.209
H 15.868 14.424 16.731
H 15.349 14.211 18.231
C 7.736 21.390 16.237
C 9.092 20.622 16.200
C 9.554 20.166 17.582
O 9.873 21.168 18.474
C 10.511 20.524 19.556
N 9.067 19.425 15.352
H 7.221 21.351 15.258
H 7.654 22.394 16.621
H 7.111 20.654 16.827
H 9.837 21.260 15.764
H 10.415 19.543 17.456
H 8.772 19.554 18.025
H 9.945 19.783 20.102
H 10.696 21.377 20.248
H 11.486 20.111 19.149
H 9.603 18.659 15.677
H 8.196 19.153 14.956
C 14.488 26.249 14.325
C 14.828 24.915 15.008
C 13.782 23.780 15.153
O 12.630 24.104 15.815
C 11.781 22.955 15.946
N 16.012 24.283 14.343
H 15.302 26.996 14.156
H 13.688 26.788 14.833
H 14.089 25.997 13.337
H 15.168 25.223 16.053
H 14.352 23.118 15.794
H 13.709 23.246 14.196
H 11.595 22.575 14.965
H 10.839 23.182 16.403
H 12.214 22.064 16.424
H 16.815 24.883 14.365
H 16.311 23.443 14.782
C 20.965 19.105 20.071
C 20.633 18.323 21.371
C 19.140 18.448 21.566
O 18.764 17.920 22.849
C 17.390 17.872 23.069
N 21.151 17.025 21.271
H 20.486 18.525 19.187
H 22.105 19.106 19.993
H 20.464 20.064 20.098
H 21.261 18.813 22.199
H 18.573 17.963 20.776
H 18.908 19.517 21.606
H 17.275 17.634 24.182
H 16.781 17.107 22.486
H 16.998 18.873 22.904
H 20.432 16.446 20.838
H 21.484 16.584 22.134
C 15.463 22.408 9.461
C 14.387 22.338 10.550
C 14.841 21.634 11.810
O 13.731 21.342 12.694
C 14.191 20.491 13.711
N 13.836 23.685 10.808
H 15.712 21.371 9.201
H 16.312 22.983 9.774
H 14.957 22.843 8.606
H 13.596 21.722 10.250
H 15.491 22.334 12.375
H 15.257 20.663 11.594
H 13.538 20.402 14.567
H 15.208 20.758 14.079
H 14.294 19.407 13.392
H 13.172 23.563 11.553
H 14.519 24.395 10.985
C 14.666 21.016 18.460
C 15.875 20.128 18.444
C 15.887 19.378 17.135
O 15.030 18.199 17.280
C 14.952 17.521 16.065
N 17.193 20.887 18.429
H 14.759 21.539 17.497
H 14.856 21.773 19.194
H 13.736 20.510 18.653
H 15.818 19.431 19.273
H 16.945 19.071 16.838
H 15.393 20.065 16.400
H 14.182 16.785 16.168
H 15.947 17.095 15.867
H 14.696 18.260 15.272
H 17.285 21.400 19.362
H 17.987 20.238 18.313
C 9.274 15.784 16.080
C 10.412 16.108 15.183
C 9.991 16.574 13.747
O 10.531 15.847 12.674
C 11.935 15.921 12.501
N 11.295 17.140 15.729
H 8.769 14.874 15.802
H 8.554 16.562 16.306
H 9.748 15.573 17.121
H 10.987 15.158 15.072
H 10.391 17.622 13.568
H 8.883 16.580 13.665
H 12.225 16.942 12.113
H 12.169 15.203 11.702
H 12.471 15.619 13.378
H 12.144 17.242 15.148
H 11.638 16.803 16.645
```

Computed properties:
E_HOMO in eV: -8.732
Charge: 0
HOMO-LUMO gap in eV: 9.317



Stability, highest: 1